66
Properties=species:S:1:pos:R:3:nbo_charge:R:1 method="wB97M-V/def2-TZVPD" homo_ev=-9.20 relative_energy_ev=0.000 mol_weight_g_mol=418.50 total_charge=0 smiles="COC[C@H](C)N.COC[C@H](C)N.NC(N)=O.NC(N)=O.NC(N)=O.NC(N)=O" e_tot_ha=-1479.1772 homo_lumo_gap_ev=9.487 spin_multiplicity=1
C -3.45526 -2.41536 -1.27864 -0.248
O -2.26780 -2.94392 -0.67135 -0.586
C -2.04673 -4.32639 -0.84296 -0.052
C -1.21417 -4.89705 0.27987 -0.069
C 0.17426 -4.30429 0.40064 -0.618
N -1.09806 -6.36309 0.07268 -0.836
H -3.75679 -1.53739 -0.71854 0.221
H -4.23055 -3.18342 -1.26140 0.175
H -3.20468 -2.17424 -2.31505 0.172
H -3.00146 -4.85675 -0.92847 0.171
H -1.49259 -4.48566 -1.78561 0.160
H -1.76446 -4.75362 1.22079 0.172
H 0.06626 -3.23338 0.59179 0.223
H 0.71886 -4.40392 -0.53979 0.206
H 0.72274 -4.74472 1.22841 0.218
H -0.90596 -6.79220 0.97112 0.360
H -1.99309 -6.76031 -0.19941 0.350
C 2.43892 2.22172 2.40127 -0.253
O 3.48906 3.00155 1.85708 -0.546
C 3.30801 3.19280 0.47175 -0.061
C 4.47172 3.99183 -0.08185 -0.069
C 4.44453 5.39114 0.49974 -0.616
N 4.25717 4.08377 -1.54374 -0.832
H 1.46184 2.62184 2.12181 0.194
H 2.57125 2.25443 3.48286 0.186
H 2.49518 1.17243 2.08845 0.160
H 3.19471 2.21423 -0.02573 0.152
H 2.36143 3.70573 0.24803 0.176
H 5.40818 3.46917 0.12967 0.171
H 4.55078 5.32849 1.58344 0.228
H 3.50035 5.88259 0.27624 0.214
H 5.29095 5.96967 0.12268 0.199
H 4.53458 3.20696 -1.98198 0.348
H 4.93958 4.72732 -1.94044 0.350
N 3.11359 -1.74988 -4.01462 -0.841
C 1.97726 -1.59447 -3.27121 0.785
N 1.05920 -2.58918 -3.39687 -0.841
O 1.82138 -0.64213 -2.52525 -0.692
H 3.84474 -1.08609 -3.84612 0.413
H 3.23785 -2.51803 -4.64777 0.391
H 0.18072 -2.49358 -2.92245 0.411
H 1.20692 -3.36528 -4.01626 0.391
N -3.65354 -0.05009 2.83295 -0.864
C -4.01681 -1.37068 2.92638 0.774
N -3.43935 -2.15854 1.97026 -0.868
O -4.79184 -1.78666 3.76465 -0.673
H -2.85576 0.19135 2.26356 0.414
H -3.92236 0.54192 3.59541 0.397
H -2.70356 -1.83926 1.36438 0.412
H -3.73769 -3.11473 1.96977 0.394
N -0.21614 -0.84536 -0.46102 -0.875
C -0.65771 0.33930 0.03681 0.801
N 0.16469 1.40509 -0.14313 -0.845
O -1.78794 0.43898 0.54668 -0.778
H 0.67999 -0.89734 -0.92912 0.422
H -0.93345 -1.55776 -0.51772 0.420
H 0.94979 1.24721 -0.75267 0.398
H -0.19396 2.33459 0.06201 0.439
N -2.38745 5.26621 0.55535 -0.846
C -1.93750 4.02250 0.89423 0.784
N -2.86386 3.03177 0.97576 -0.853
O -0.74068 3.80439 1.07064 -0.710
H -1.65515 5.94734 0.47252 0.408
H -3.35262 5.53360 0.54555 0.392
H -2.54150 2.06632 0.94068 0.444
H -3.81601 3.22852 0.72325 0.378